[1]
C27H19BCl2MgN2O7S as an isolated structure, computed with the ωB97M-V functional and the def2-TZVPD basis.

Geometry (Å):
1 Cl -5.172 0.230 0.785
2 Cl -4.952 2.400 -4.150
3 S 0.318 1.590 5.073
4 Mg -0.392 -0.250 0.918
5 O -0.012 0.774 -0.859
6 O 2.858 -2.875 -0.323
7 O 0.719 -3.081 -2.417
8 O -2.293 -0.268 0.355
9 O 0.920 -1.735 -0.338
10 O -0.646 -1.150 -1.951
11 O 1.730 -0.953 -2.530
12 N -0.592 0.903 2.657
13 N 1.031 -1.121 2.132
14 C -2.812 1.264 -2.900
15 C -4.155 1.583 -2.815
16 C -2.470 4.082 2.559
17 C 3.183 -3.850 -5.025
18 C 0.552 2.037 -1.129
19 C 3.340 -1.553 -4.271
20 C 2.131 -4.100 -4.131
21 C -1.993 2.847 2.135
22 C 0.007 0.269 3.797
23 C -2.868 0.279 -0.648
24 C -0.744 0.207 -1.993
25 C 3.777 -2.603 -5.094
26 C -4.880 1.259 -1.683
27 C 2.000 -2.254 0.256
28 C -2.135 4.605 3.801
29 C 1.282 -0.477 3.410
30 C 1.742 -1.507 4.408
31 C 2.658 -2.390 3.965
32 C -1.147 2.091 2.965
33 C 2.307 -1.803 -3.398
34 C -4.244 0.621 -0.636
35 C -0.820 2.644 4.235
36 C -2.181 0.620 -1.853
37 C -1.295 3.867 4.645
38 C 2.018 -1.921 1.724
39 C 1.704 -3.069 -3.326
40 C 2.965 -2.462 2.563
41 B 0.680 -1.736 -1.813
42 H -3.130 4.642 1.904
43 H -2.282 2.441 1.171
44 H 3.538 -4.650 -5.664
45 H -2.252 1.504 -3.797
46 H 2.084 0.277 3.267
47 H -0.290 0.640 -2.895
48 H -1.014 4.260 5.616
49 H 1.022 2.383 -0.210
50 H 1.664 -5.075 -4.062
51 H 3.095 -3.124 4.637
52 H 1.314 1.941 -1.909
53 H 3.725 -3.118 2.165
54 H -0.211 2.763 -1.428
55 H 3.802 -0.575 -4.309
56 H -5.930 1.502 -1.608
57 H -2.521 5.566 4.119
58 H -0.682 -0.449 4.268
59 H 1.359 -1.510 5.423
60 H 4.592 -2.432 -5.787

LUMO level: 4.1292 eV
Kohn-Sham gap: 5.58 eV
Spin multiplicity: 1
Total charge: -2
HOMO level: -1.456 eV

[2]
C27H19F12N5O2STi as an isolated structure in a non-equilibrium geometry, computed with the ωB97M-V functional and the def2-TZVPD basis.

Geometry (Å):
1 Ti -0.958 0.873 0.864
2 S -2.747 3.264 1.980
3 F 3.581 2.152 1.056
4 F 0.048 3.687 -2.488
5 F 2.441 1.356 -0.623
6 F 1.705 0.078 3.938
7 F 3.884 0.101 0.394
8 F -1.539 4.416 -1.171
9 F 2.431 2.070 3.344
10 F -3.456 1.247 -2.882
11 F -3.879 2.883 -1.503
12 F -3.374 0.895 -0.730
13 F 3.717 0.299 3.120
14 F -2.005 3.793 -3.224
15 O 0.777 1.384 1.447
16 O -1.161 2.066 -0.330
17 N -0.931 4.066 3.893
18 N -0.987 1.810 3.569
19 N -1.819 -0.762 1.111
20 N -0.110 0.113 -0.523
21 N -1.340 0.750 2.853
22 C -1.619 -1.479 2.402
23 C -1.751 -2.801 2.803
24 C -1.230 3.528 -2.132
25 C 0.869 -0.473 -4.071
26 C -3.103 1.804 -1.699
27 C 0.033 0.103 -1.840
28 C -1.521 2.097 -1.630
29 C 2.439 0.757 3.040
30 C -0.732 1.145 -2.586
31 C 2.285 -1.870 1.604
32 C -1.251 -0.439 3.279
33 C 0.782 -0.671 -2.633
34 C 0.488 -0.892 -0.206
35 C 1.833 0.569 1.561
36 C 1.587 -0.885 1.109
37 C 0.666 -2.140 -0.743
38 C -2.592 -3.016 0.549
39 C -1.443 2.983 3.190
40 C 3.113 -3.999 1.911
41 C -0.625 1.268 -3.929
42 C 2.930 1.051 0.598
43 C 1.553 -3.142 -0.003
44 C 0.169 0.472 -4.743
45 C 0.015 0.874 -6.105
46 C -2.262 -1.669 0.340
47 C -2.306 -3.642 1.815
48 C 2.304 -3.156 1.137
49 H 4.203 -3.614 1.859
50 H -2.445 -1.096 -0.691
51 H 3.061 -5.082 1.512
52 H 1.371 -1.468 -2.081
53 H 0.041 3.953 4.257
54 H -1.369 -3.135 3.848
55 H 0.608 0.194 -6.793
56 H 1.533 -1.164 -4.662
57 H 1.483 -4.175 -0.511
58 H -1.088 0.822 -6.398
59 H -1.266 2.074 -4.390
60 H 2.956 -1.585 2.484
61 H -2.884 -3.684 -0.351
62 H -1.141 4.990 3.470
63 H 0.147 -2.421 -1.765
64 H -0.914 -0.692 4.393
65 H 2.786 -3.970 3.014
66 H -2.335 -4.811 1.957
67 H 0.346 1.945 -6.263

LUMO level (alpha / beta): 4.4183 / 4.4182 eV
Kohn-Sham gap (alpha / beta): 3.75 / 3.75 eV
Spin multiplicity: 1
Total charge: -2
HOMO level (alpha / beta): 0.672 / 0.666 eV

[3]
C27H19FeN5 as an isolated structure in a non-equilibrium geometry, computed with the ωB97M-V functional and the def2-TZVPD basis.

Geometry (Å):
1 Fe 0.732 0.112 0.241
2 N 2.036 0.351 -1.288
3 N -1.037 -0.075 -0.670
4 N 0.862 1.997 0.298
5 N -0.137 0.405 2.052
6 N 0.624 -1.890 0.307
7 C 3.599 1.082 -3.454
8 C -1.637 1.212 4.238
9 C -3.103 0.562 -1.682
10 C -2.226 -4.067 -0.644
11 C 1.686 3.997 -0.636
12 C 1.210 -4.145 0.836
13 C -0.630 -0.488 2.909
14 C -0.372 1.724 2.281
15 C 3.407 -0.252 -3.144
16 C 1.580 2.616 -0.644
17 C -1.467 -1.362 -0.675
18 C -1.380 -0.129 4.018
19 C -2.714 -1.749 -1.168
20 C 0.336 4.027 1.370
21 C 3.000 2.056 -2.661
22 C -0.569 -2.342 -0.153
23 C -0.936 -3.689 -0.138
24 C 1.487 -2.774 0.784
25 C 0.001 -4.604 0.379
26 C -3.076 -3.139 -1.135
27 C 0.267 2.644 1.301
28 C 2.610 -0.572 -2.055
29 C 1.045 4.698 0.380
30 C 2.232 1.663 -1.586
31 C -1.122 2.154 3.356
32 C -1.836 0.854 -1.165
33 C -3.545 -0.736 -1.680
34 H 2.261 4.522 -1.384
35 H 2.431 -2.385 1.147
36 H -0.238 -5.659 0.410
37 H -0.410 -1.526 2.697
38 H -1.461 1.870 -1.157
39 H 2.418 -1.603 -1.788
40 H -2.226 1.527 5.088
41 H 1.953 -4.820 1.237
42 H 3.857 -1.039 -3.732
43 H 1.117 5.777 0.413
44 H 3.138 3.104 -2.886
45 H -4.521 -0.990 -2.074
46 H -1.751 -0.891 4.687
47 H -4.046 -3.429 -1.518
48 H -2.503 -5.113 -0.626
49 H -3.714 1.362 -2.075
50 H -1.305 3.207 3.513
51 H -0.131 4.574 2.176
52 H 4.207 1.369 -4.301

LUMO level (alpha / beta): -6.4526 / -6.4348 eV
Kohn-Sham gap (alpha / beta): 8.08 / 8.10 eV
Spin multiplicity: 1
Total charge: +2
HOMO level (alpha / beta): -14.533 / -14.535 eV